(1)
{
  "formula": "C14H20Cl3HfNO3",
  "method": "ωB97M-V with the def2-TZVPD basis set",
  "charge": -2,
  "lumo_energy_ev": 5.1,
  "mol_weight_da": 535.17,
  "orbital_gap_ev": 5.065,
  "homo_energy_ev": -0.013,
  "symbols": ["C", "C", "C", "C", "C", "C", "C", "C", "C", "C", "Hf", "Cl", "Cl", "Cl", "H", "H", "H", "H", "H", "H", "H", "H", "H", "H", "H", "H", "H", "H", "H", "O", "H", "O", "C", "C", "C", "C", "O", "N", "H", "H", "H", "H"],
  "coordinates": [[2.263402, -0.190734, 0.501828], [2.114495, 0.423790, 1.774247], [1.233298, 1.516518, 1.640477], [2.726918, -0.047346, 3.042250], [0.770464, 1.575661, 0.260098], [1.408548, 0.501205, -0.463943], [1.676563, 0.535587, -1.922875], [3.303367, -1.197149, 0.199935], [0.908553, 2.462964, 2.719818], [0.372833, 2.865149, -0.357090], [-0.668038, -0.508553, 0.326536], [-0.455539, -1.383858, 2.470325], [0.133882, -2.476814, -0.756957], [-2.029271, 1.274876, 1.275698], [2.920459, -1.128350, 3.004260], [2.050334, 0.116817, 3.891823], [3.677090, 0.465428, 3.264506], [0.458434, 1.945526, 3.576855], [0.170824, 3.201753, 2.405628], [1.800787, 2.990536, 3.086436], [-0.472968, 3.319580, 0.166243], [0.061070, 2.741463, -1.395329], [1.226001, 3.570389, -0.313735], [0.850887, 0.993732, -2.472828], [1.763029, -0.471831, -2.363068], [2.612417, 1.086943, -2.129615], [3.166014, -2.102928, 0.811357], [4.323901, -0.815422, 0.398320], [3.252124, -1.529452, -0.840977], [0.970664, -1.509701, -3.512968], [0.059489, -1.664248, -3.954987], [-1.867447, 0.045716, -2.118185], [-2.717253, -0.739890, -1.632966], [-3.966924, -1.356150, -2.299927], [-4.768994, -1.946474, -1.132360], [-3.832860, -1.891458, 0.082917], [-3.990502, -2.348570, 1.210691], [-2.664999, -1.218287, -0.343813], [-4.512851, -0.600709, -2.879213], [-3.609881, -2.139091, -2.979953], [-5.680439, -1.368135, -0.947298], [-5.037882, -2.998481, -1.292156]],
  "atomic_forces_ev_per_a": [[-1.152, 1.279, -0.201], [-0.583, 0.213, -1.295], [-0.118, -0.890, -1.717], [0.092, -0.246, 0.376], [1.716, -0.388, 1.164], [1.505, 0.638, 1.562], [0.307, -0.198, -0.313], [0.086, -0.974, -0.189], [-0.524, 0.256, 0.631], [-0.495, 0.418, -0.156], [1.371, 0.566, -0.215], [-0.058, -0.764, 1.290], [-0.151, -0.545, 0.051], [-1.188, 0.720, 0.219], [0.043, 0.226, -0.018], [0.097, 0.036, -0.121], [-0.133, -0.111, -0.009], [0.062, 0.011, 0.051], [0.062, 0.043, -0.076], [-0.076, -0.040, -0.066], [0.041, 0.049, 0.033], [0.109, 0.020, -0.010], [-0.281, -0.184, -0.157], [0.183, -0.081, -0.048], [-0.263, 0.319, -0.041], [-0.194, 0.149, 0.112], [0.116, 0.095, -0.053], [-0.387, -0.021, -0.057], [-0.023, 0.124, 0.074], [-2.155, -0.906, -2.066], [2.171, 0.317, 1.100], [-1.351, -1.546, 1.452], [-0.147, 0.014, 0.345], [0.368, 0.396, -0.174], [-0.083, -0.246, -0.013], [1.869, 0.587, 0.208], [-0.351, 0.472, -1.680], [-0.585, 0.102, -0.284], [0.150, -0.208, 0.080], [-0.054, 0.212, 0.032], [0.104, -0.172, 0.148], [-0.103, 0.259, 0.029]]
}

(2)
{
  "formula": "C26H44BCrF6N3O4P2S2",
  "method": "ωB97M-V with the def2-TZVPD basis set",
  "charge": 0,
  "lumo_energy_ev": [0.5, -0.1],
  "mol_weight_da": 765.53,
  "spin_multiplicity": 5,
  "de_lowest_ev": 0.0000,
  "orbital_gap_ev": [7.034, 8.001],
  "homo_energy_ev": [-6.553, -8.058],
  "symbols": ["Cr", "C", "C", "C", "C", "P", "C", "N", "B", "N", "C", "P", "C", "C", "C", "C", "C", "C", "C", "C", "C", "C", "C", "C", "C", "C", "C", "C", "C", "C", "H", "H", "H", "H", "H", "H", "H", "H", "H", "H", "H", "H", "H", "H", "H", "H", "H", "H", "H", "H", "H", "H", "H", "H", "H", "H", "H", "H", "H", "H", "H", "H", "H", "H", "H", "H", "H", "H", "H", "H", "H", "H", "H", "H", "F", "C", "F", "F", "S", "O", "O", "N", "S", "O", "O", "C", "F", "F", "F"],
  "coordinates": [[-1.090542, -0.438023, -0.482453], [-1.868033, -1.408458, -4.505741], [-1.467814, 0.015515, -4.110008], [-1.037877, 0.805766, -5.349247], [-2.691203, 0.697939, -3.481366], [-0.182681, -0.050559, -2.760527], [0.460667, 1.680292, -2.642248], [0.835673, 1.878183, -1.266786], [0.385492, 1.066922, -0.170821], [0.796940, 1.770925, 1.011486], [0.488742, 1.503603, 2.401971], [-0.128805, -0.226431, 2.598551], [1.952933, -1.171932, 2.881187], [2.909218, -0.468875, 3.820967], [1.665243, -2.602313, 3.271442], [2.456316, -1.100358, 1.457098], [-0.974080, -0.230653, 4.272247], [-1.743669, -1.556766, 4.349963], [0.051253, -0.156009, 5.406775], [-1.970244, 0.912836, 4.466425], [1.450017, 2.942337, 0.629967], [2.016147, 3.946614, 1.394164], [2.603785, 5.022498, 0.732988], [2.619040, 5.093095, -0.654191], [2.046889, 4.086663, -1.428553], [1.469391, 3.013817, -0.775274], [1.322257, -1.041660, -3.260186], [1.840001, -0.685637, -4.655385], [2.424451, -0.747220, -2.232773], [1.008946, -2.538570, -3.192713], [-2.750538, -1.358097, -5.147905], [-2.127510, -2.008859, -3.631589], [-1.082777, -1.918697, -5.063429], [-1.870752, 0.823151, -6.056472], [-0.183009, 0.363067, -5.857271], [-0.797580, 1.841954, -5.110058], [-3.459184, 0.812205, -4.250166], [-2.463337, 1.688232, -3.083859], [-3.112060, 0.100973, -2.671047], [-0.328000, 2.377780, -2.942433], [1.303762, 1.826295, -3.325839], [-0.251050, 2.221260, 2.766155], [1.385850, 1.604350, 3.017238], [2.639215, -0.561515, 4.870673], [3.029392, 0.589384, 3.582575], [3.904726, -0.920236, 3.705144], [1.318464, -2.704085, 4.300135], [2.583157, -3.197194, 3.181416], [0.921692, -3.044451, 2.604386], [2.651365, -0.074144, 1.140017], [1.743953, -1.556481, 0.768916], [3.400861, -1.654517, 1.380337], [-1.085487, -2.417188, 4.237683], [-2.509941, -1.607289, 3.574996], [-2.236429, -1.630958, 5.322947], [0.684810, -1.038464, 5.444698], [-0.485071, -0.095673, 6.356936], [0.687911, 0.727665, 5.331337], [-2.797597, 0.873554, 3.761948], [-1.505267, 1.895899, 4.391869], [-2.397200, 0.822725, 5.468571], [1.995970, 3.907115, 2.475387], [3.049510, 5.820121, 1.311945], [3.076304, 5.944025, -1.141142], [2.049721, 4.147548, -2.509469], [2.031349, 0.382686, -4.769812], [1.152770, -1.002047, -5.439477], [2.785931, -1.207606, -4.818558], [2.751640, 0.292383, -2.248294], [3.287377, -1.373601, -2.471360], [2.103796, -0.988604, -1.220056], [0.235457, -2.838383, -3.897478], [0.695228, -2.829840, -2.191495], [1.917929, -3.092413, -3.441642], [-1.562861, -4.043405, -2.209318], [-1.765735, -4.396397, -0.940897], [-0.783253, -5.219838, -0.562052], [-2.925511, -5.055132, -0.864374], [-1.830399, -2.917549, 0.206428], [-0.434654, -2.339015, -0.040435], [-2.746106, -2.001402, -0.548471], [-1.615038, -0.076666, 1.528037], [-2.530549, 1.093848, 1.104969], [-2.472691, 2.362409, 1.758750], [-2.413387, 1.127864, -0.386836], [-4.302889, 0.487569, 1.330636], [-4.325682, -0.560972, 2.155054], [-5.049587, 1.454379, 1.863221], [-4.835456, 0.128737, 0.171870]],
  "atomic_forces_ev_per_a": [[-0.209, 0.051, 0.307], [-0.028, 0.025, -0.013], [0.064, 0.007, -0.050], [0.009, -0.007, -0.012], [0.007, -0.018, 0.008], [-0.055, -0.065, 0.012], [0.018, -0.028, -0.062], [0.014, 0.031, -0.001], [-0.031, -0.004, -0.071], [-0.009, 0.006, 0.033], [0.028, 0.006, 0.047], [-0.154, 0.047, -0.037], [0.102, -0.010, 0.023], [-0.004, -0.018, 0.027], [-0.019, 0.006, -0.002], [-0.021, 0.012, 0.015], [-0.021, -0.010, 0.023], [-0.007, 0.045, 0.002], [-0.023, -0.028, -0.031], [0.006, 0.019, 0.000], [0.002, 0.017, -0.026], [-0.001, -0.014, -0.001], [0.002, 0.009, -0.004], [-0.001, 0.003, 0.002], [-0.010, -0.012, 0.005], [0.015, 0.006, 0.015], [0.016, 0.030, -0.026], [-0.009, -0.044, 0.004], [-0.018, 0.009, -0.020], [-0.007, -0.025, -0.007], [-0.013, 0.009, -0.007], [0.014, -0.015, -0.001], [-0.043, 0.043, -0.029], [-0.018, 0.004, -0.005], [-0.107, 0.070, 0.015], [0.018, 0.037, 0.018], [-0.006, 0.007, -0.001], [-0.015, 0.001, 0.001], [0.000, -0.002, 0.004], [-0.001, 0.001, -0.010], [-0.003, 0.000, 0.035], [0.045, -0.030, -0.031], [-0.007, 0.002, -0.012], [-0.006, 0.004, -0.012], [0.013, 0.008, 0.001], [0.000, -0.017, -0.002], [-0.026, 0.008, 0.019], [0.005, -0.004, -0.003], [-0.010, -0.003, 0.005], [-0.004, -0.008, -0.014], [-0.010, -0.001, 0.016], [0.005, -0.012, 0.004], [0.062, -0.053, -0.001], [0.031, -0.011, 0.026], [-0.009, -0.004, 0.007], [0.014, 0.000, -0.011], [-0.009, -0.004, 0.014], [-0.008, 0.005, -0.002], [0.033, -0.016, 0.062], [-0.038, -0.007, 0.017], [-0.012, 0.000, 0.017], [-0.005, -0.003, 0.012], [0.005, 0.008, 0.007], [0.003, 0.004, -0.003], [0.001, 0.003, -0.013], [-0.003, -0.011, -0.026], [0.056, -0.052, 0.033], [0.014, -0.006, 0.010], [-0.010, 0.031, -0.006], [0.008, -0.015, -0.003], [-0.003, 0.007, -0.017], [0.075, -0.023, 0.065], [0.006, 0.003, 0.018], [0.009, -0.008, 0.016], [-0.001, 0.009, 0.004], [0.010, -0.012, 0.008], [-0.004, 0.016, -0.015], [0.004, 0.014, 0.015], [0.007, -0.170, 0.032], [0.156, 0.017, -0.068], [-0.033, 0.117, -0.080], [0.173, -0.031, -0.040], [-0.078, -0.038, -0.173], [-0.024, -0.003, -0.013], [0.038, 0.033, -0.059], [-0.053, 0.010, 0.057], [0.007, 0.044, 0.003], [0.075, -0.011, -0.023], [0.016, 0.008, -0.022]]
}

(3)
{
  "formula": "C18H34BClInNO2",
  "method": "ωB97M-V with the def2-TZVPD basis set",
  "charge": 0,
  "lumo_energy_ev": -0.3,
  "mol_weight_da": 457.56,
  "orbital_gap_ev": 6.780,
  "homo_energy_ev": -7.082,
  "symbols": ["C", "C", "In", "Cl", "C", "B", "O", "O", "C", "C", "C", "C", "C", "C", "H", "H", "H", "H", "H", "H", "H", "H", "H", "H", "H", "H", "H", "H", "C", "C", "C", "N", "C", "C", "C", "C", "C", "C", "H", "H", "H", "H", "H", "H", "H", "H", "H", "H", "H", "H", "H", "H", "H", "H", "H", "H", "H", "H"],
  "coordinates": [[2.495595, -0.447904, 3.113837], [1.435941, -0.217388, 1.847390], [0.425145, 1.805949, 2.050941], [-1.958665, 1.722911, 1.223270], [0.330730, 2.393421, 4.282830], [-0.456515, 3.874828, 4.283663], [-1.920391, 3.877302, 3.972896], [0.212622, 5.168798, 4.526554], [1.505631, 3.512990, 1.017088], [3.143889, 3.585610, 1.031266], [3.833642, 4.905240, 0.288004], [2.897948, 6.064655, -0.415491], [1.239931, 5.992232, -0.463246], [0.550001, 4.672088, 0.290332], [2.203759, 0.282657, 3.999161], [2.402270, -1.550170, 3.495774], [3.574404, -0.245795, 2.708227], [1.914837, -0.430241, 0.798913], [0.580019, -1.030594, 2.023889], [1.457752, 2.492413, 4.648285], [-0.262448, 1.579088, 4.918053], [-2.009555, 4.672040, 3.336368], [1.092385, 5.044313, 4.994739], [3.751352, 2.731358, 1.554293], [5.008066, 4.966753, 0.334185], [3.411835, 7.003913, -0.913700], [0.571339, 6.835818, -0.976849], [-0.625691, 4.596103, 0.312593], [-1.915184, -5.825635, -2.663067], [-1.896039, -5.238970, -1.255340], [-2.397615, -3.793446, -1.160637], [-1.337925, -2.679550, -1.418139], [-2.135812, -1.356434, -1.510903], [-1.284516, -0.185536, -1.983700], [-0.604355, -0.492721, -3.306621], [0.245914, -1.744284, -3.180531], [-0.578347, -2.939545, -2.721747], [-0.379615, -2.624587, -0.225326], [-1.037588, -5.537291, -3.242809], [-1.910880, -6.921084, -2.610096], [-2.809721, -5.520777, -3.213180], [-0.907798, -5.371189, -0.804108], [-2.584532, -5.849220, -0.655731], [-2.789513, -3.603981, -0.154688], [-3.217094, -3.635555, -1.873054], [-2.953186, -1.519552, -2.223168], [-2.567032, -1.160681, -0.522680], [-1.924885, 0.696731, -2.102479], [-0.536133, 0.078151, -1.226939], [0.017273, 0.355850, -3.614857], [-1.361465, -0.637130, -4.087456], [1.078118, -1.560975, -2.490575], [0.697091, -1.974545, -4.152071], [0.084688, -3.792314, -2.553811], [-1.324426, -3.188955, -3.483090], [0.154901, -3.574754, -0.155986], [-0.964869, -2.448124, 0.681013], [0.334716, -1.812291, -0.371487]],
  "atomic_forces_ev_per_a": [[-0.518, 0.147, -0.687], [-0.294, -1.690, 0.638], [0.527, 0.289, 0.612], [0.530, -0.244, -0.164], [-0.261, 0.918, 1.149], [-0.185, -0.437, 0.224], [3.400, 2.225, -1.112], [-0.126, -2.657, 0.352], [1.567, 3.087, -2.015], [-3.145, 3.981, -2.457], [-3.797, -0.759, 0.486], [-1.582, -2.535, 1.327], [2.395, -3.617, 2.404], [4.405, 1.288, -0.502], [0.837, -1.557, -1.840], [0.421, 2.066, -0.643], [-1.927, -0.342, 1.120], [-0.669, 0.308, 1.969], [1.648, 1.627, -0.545], [-2.333, -0.297, -0.580], [1.331, 1.698, -1.402], [-0.172, -1.673, 1.645], [-1.676, 0.006, -1.173], [-1.188, 1.958, -1.184], [-2.642, 0.187, -0.316], [-1.059, -2.238, 1.169], [1.798, -2.042, 1.259], [2.671, -0.033, 0.014], [0.228, -0.329, -0.165], [-0.242, -0.034, -0.103], [0.611, 0.231, 0.116], [-0.599, -0.240, 0.303], [0.274, 0.069, -0.018], [0.137, 0.125, 0.108], [0.034, 0.155, -0.090], [0.123, 0.180, -0.001], [0.042, 0.211, 0.280], [-0.357, 0.063, -0.635], [-0.132, -0.031, -0.056], [-0.025, 0.240, -0.040], [0.056, -0.047, 0.049], [-0.131, 0.107, 0.050], [0.132, 0.303, 0.067], [0.177, 0.179, -0.224], [0.313, 0.072, 0.082], [0.197, -0.211, 0.101], [0.164, -0.114, -0.128], [0.008, -0.248, 0.301], [-0.191, 0.048, -0.021], [-0.132, -0.164, 0.063], [0.048, -0.001, 0.004], [-0.098, -0.050, -0.057], [-0.065, -0.225, 0.187], [-0.312, 0.004, 0.063], [0.020, -0.022, 0.220], [-0.137, 0.159, -0.060], [0.109, 0.043, -0.235], [-0.212, -0.135, 0.095]]
}